(1)
{
  "formula": "C4H6OS",
  "method": "ωB97M-V with the def2-TZVPD basis set",
  "species": ["C", "S", "C", "C", "H", "H", "H", "O", "H", "H", "H", "C"],
  "xyz": [[-0.55190, 1.25167, 0.53413], [-0.61787, -1.45049, 0.40698], [-0.45280, 0.02007, 1.51831], [0.90692, -1.11716, -1.97219], [1.12563, -0.40534, -2.66699], [-0.96945, 0.00502, 2.40869], [0.61305, 0.08001, 1.71470], [0.14757, 1.06967, -0.56785], [-1.52927, 1.61087, 0.23840], [1.28801, -2.16597, -2.03315], [-0.15288, 2.00263, 1.31300], [0.19298, -0.90099, -0.89403]],
  "forces_ev_per_a": [[0.5, 0.5, 4.5], [-0.7, -1.3, 1.4], [1.8, 0.0, -4.4], [-0.3, -3.5, 2.4], [0.8, 1.9, -1.8], [-1.6, 0.0, 1.6], [0.2, -0.4, 0.6], [0.6, 2.6, -0.9], [-0.8, -0.1, -0.2], [-0.1, 0.8, -0.7], [-0.3, 0.3, -1.7], [0.0, -0.9, -0.7]],
  "spin_multiplicity": 3,
  "de_lowest_kcal_mol": 87.3,
  "orbital_gap_ev": [6.7, 5.9],
  "homo_energy_ev": [-5.91, -8.32]
}


(2)
{
  "formula": "C4H6OS2",
  "method": "ωB97M-V with the def2-TZVPD basis set",
  "species": ["H", "C", "C", "O", "S", "C", "H", "H", "H", "H", "S", "C", "H"],
  "xyz": [[1.75854, 1.36039, -1.06138], [1.35713, 0.33961, -0.86866], [0.03167, 0.50847, -0.22384], [2.31021, -0.15790, 1.32491], [-0.84173, -0.98262, -0.06213], [2.34178, -0.31839, 0.12824], [3.03621, -1.08566, -0.24729], [-3.08348, -1.26910, 0.53027], [-2.83172, 0.39711, -0.06263], [-2.35235, -0.08299, 1.55687], [-0.52281, 1.94944, 0.26688], [-2.42467, -0.42936, 0.51698], [1.22121, -0.22899, -1.79822]],
  "forces_ev_per_a": [[-0.2, -0.7, -0.2], [0.9, 0.4, 0.3], [-0.9, 0.3, 0.4], [-0.1, 0.4, -0.8], [0.2, 0.0, -0.4], [-0.5, -0.8, 0.7], [0.2, 0.2, -0.5], [-0.4, -0.7, -0.3], [0.1, -0.2, -0.2], [0.1, 0.0, -0.3], [0.0, 0.2, 0.0], [0.0, 0.7, 1.1], [0.5, 0.1, 0.2]],
  "smiles": "CSC(=S)CC=O",
  "spin_multiplicity": 1,
  "de_lowest_kcal_mol": 22.3,
  "orbital_gap_ev": 8.6,
  "homo_energy_ev": -8.73
}


(3)
{
  "formula": "C4H6OS3",
  "method": "ωB97M-V with the def2-TZVPD basis set",
  "species": ["O", "S", "H", "S", "H", "H", "C", "H", "C", "H", "C", "H", "S", "C"],
  "xyz": [[1.32986, -0.80310, 0.35715], [-1.36183, -0.01161, 2.11882], [-0.94574, 1.47746, 0.27103], [0.97148, -0.06453, -2.52884], [-1.00408, -1.52348, 0.47614], [1.78323, 1.77365, -0.34176], [-0.20693, -0.73063, -0.04660], [2.03384, -0.90368, -1.48532], [1.19480, 0.83389, 0.78082], [-2.59911, -0.27272, 1.46948], [-0.46701, -0.75829, -1.57517], [1.64311, 1.25480, 1.97031], [-1.99507, -0.84809, -2.13654], [-0.37655, 0.57634, 0.67049]],
  "forces_ev_per_a": [[-2.7, 3.3, 0.4], [-0.9, 0.9, 1.0], [0.8, -1.5, -0.1], [0.7, -3.2, 2.7], [3.0, 1.4, -1.7], [-1.9, -3.1, 3.4], [0.5, -2.5, -0.5], [-2.4, 2.2, -2.1], [0.6, 0.0, 0.2], [1.7, 0.5, 0.4], [1.1, 2.1, 0.0], [-1.1, -1.9, -4.0], [1.0, -0.2, 0.3], [-0.3, 1.9, -0.1]],
  "spin_multiplicity": 1,
  "de_lowest_kcal_mol": 167.9,
  "orbital_gap_ev": 8.2,
  "homo_energy_ev": -9.02
}


(4)
{
  "formula": "C4H6OS3",
  "method": "ωB97M-V with the def2-TZVPD basis set",
  "species": ["C", "H", "H", "O", "C", "C", "H", "S", "S", "H", "H", "H", "C", "S"],
  "xyz": [[1.45383, 0.32284, 0.26165], [1.87764, -0.43310, 2.22496], [2.81427, -1.17974, 0.94008], [-1.79244, 0.69463, -0.66127], [-0.80827, -0.05637, -1.36126], [2.42181, -0.23437, 1.28001], [-1.25264, -0.79970, -2.02972], [0.33932, -0.93853, -0.27773], [1.46243, 1.86436, -0.24582], [-0.24979, 0.69117, -1.95415], [-2.71301, -1.10654, -0.24529], [3.21753, 0.47436, 1.45737], [-2.78799, 0.00442, -0.11313], [-3.98269, 0.69657, 0.72429]],
  "forces_ev_per_a": [[0.0, 0.2, -0.1], [0.3, 0.2, -0.4], [0.2, -0.4, -0.1], [0.0, -0.2, -0.2], [0.6, 0.5, -0.3], [-0.8, 0.1, 0.3], [0.0, 0.0, 0.2], [0.0, 0.2, -0.1], [0.0, -0.4, 0.1], [-0.2, -0.5, 0.3], [-0.1, 0.9, 0.0], [0.1, 0.1, 0.1], [-0.3, -0.6, 0.4], [0.3, -0.2, -0.2]],
  "smiles": "CC(=S)SCOC=S",
  "spin_multiplicity": 1,
  "de_lowest_kcal_mol": 19.3,
  "orbital_gap_ev": 8.6,
  "homo_energy_ev": -8.95
}


(5)
{
  "formula": "C4H6PS2",
  "method": "ωB97M-V with the def2-TZVPD basis set",
  "species": ["C", "H", "P", "S", "H", "H", "C", "H", "C", "C", "H", "S", "H"],
  "xyz": [[-0.61351, -1.19141, -0.05508], [1.03654, -2.10874, -0.85269], [1.93291, 0.10496, -0.91585], [-0.16075, 1.91549, -0.15288], [-2.43984, 1.70025, 0.87800], [-1.00598, -2.20413, -0.01001], [-1.61734, -0.26106, 0.46108], [3.97155, 0.82526, 0.43142], [0.64318, -1.14012, -0.54285], [-1.67027, 1.06936, 0.47946], [-2.48286, -0.77214, 0.86716], [3.01656, -0.03611, 0.81025], [-0.61020, 2.09839, -1.39801]],
  "forces_ev_per_a": [[0.4, -0.2, -0.2], [0.0, -0.1, 0.1], [-1.7, 0.5, 1.2], [-0.2, -0.2, 0.2], [-0.2, 0.1, 0.1], [0.1, 0.0, -0.1], [-0.6, 0.4, 0.3], [0.1, 0.0, -0.2], [0.3, 0.0, 0.0], [2.3, -0.5, -0.9], [0.0, 0.0, 0.0], [-0.5, -0.1, -0.3], [0.0, 0.1, -0.2]],
  "charge": 1,
  "spin_multiplicity": 1,
  "de_lowest_kcal_mol": 0.0,
  "orbital_gap_ev": 7.6,
  "homo_energy_ev": -13.73
}


(6)
{
  "formula": "C4H6S",
  "method": "ωB97M-V with the def2-TZVPD basis set",
  "species": ["H", "C", "C", "H", "S", "C", "H", "C", "H", "H", "H"],
  "xyz": [[1.36600, -0.12008, 1.16343], [-0.75492, -0.19381, -0.76878], [0.69569, 0.22043, -0.79639], [-0.70256, -1.35841, 1.00223], [-1.69836, -0.89376, -2.02318], [-0.66259, -0.35824, 0.91602], [1.51701, -0.23401, -1.43693], [0.67475, 0.34603, 0.71105], [0.56411, 1.42510, 1.09867], [-1.65410, 0.00007, 1.48927], [0.65497, 1.16667, -1.35538]],
  "forces_ev_per_a": [[5.5, -3.1, 3.5], [-1.2, -4.0, -1.1], [-0.4, 1.5, -1.7], [0.6, -3.7, 0.5], [1.7, 1.9, 2.8], [-3.9, 4.3, -3.2], [-1.2, -0.5, 1.2], [-4.4, 4.7, -0.9], [0.6, -1.6, -0.7], [2.7, -0.1, -1.1], [0.1, 0.5, 0.5]],
  "smiles": "S=C1CCC1",
  "spin_multiplicity": 1,
  "de_lowest_kcal_mol": 63.1,
  "orbital_gap_ev": 8.1,
  "homo_energy_ev": -8.46
}


(7)
{
  "formula": "C4H6S",
  "method": "ωB97M-V with the def2-TZVPD basis set",
  "species": ["C", "H", "H", "S", "C", "H", "C", "H", "H", "C", "H"],
  "xyz": [[0.11256, 1.71523, 0.34234], [0.38172, -2.24281, 0.96484], [0.29557, 0.44016, -1.47604], [1.45679, -0.67535, 0.00902], [-0.05275, 0.46262, -0.33579], [-3.10249, -1.17020, 0.37516], [-2.27137, -0.74699, 0.10219], [-0.55350, 2.31409, -0.53114], [1.13850, 2.09609, 0.08212], [-1.31881, -0.12326, -0.26291], [-0.28631, 1.52272, 1.36575]],
  "forces_ev_per_a": [[-1.0, 2.8, -2.9], [2.0, 2.8, -1.6], [-1.1, 0.9, 1.9], [-2.9, -2.9, 2.2], [3.8, -3.1, -4.4], [-4.1, -2.2, 1.2], [3.3, 2.2, -1.4], [1.0, -0.3, 3.3], [-0.9, -0.2, 1.4], [-0.7, -1.3, 1.0], [0.6, 1.4, -0.6]],
  "spin_multiplicity": 1,
  "de_lowest_kcal_mol": 136.2,
  "orbital_gap_ev": 7.9,
  "homo_energy_ev": -9.07
}


(8)
{
  "formula": "C4H6S",
  "method": "ωB97M-V with the def2-TZVPD basis set",
  "species": ["H", "H", "C", "S", "H", "H", "C", "H", "C", "H", "C"],
  "xyz": [[-0.53898, 0.84019, -1.59331], [-0.34803, 1.25711, 0.27885], [-0.16330, 0.50840, -0.60033], [-4.01967, -0.76718, 0.27709], [-3.30132, 1.35931, 0.86699], [1.81172, -1.80892, 0.78252], [0.72956, -0.53256, -0.62703], [0.74158, -1.23182, -1.48870], [-2.90019, 0.38435, 0.39334], [1.15474, -0.10834, 1.32423], [1.30963, -0.87572, 0.53128]],
  "forces_ev_per_a": [[-0.2, -0.1, 1.0], [0.7, -1.8, -1.7], [-1.1, 3.1, -0.8], [1.7, 1.1, -0.1], [1.2, -1.0, -0.7], [0.0, 0.4, -0.3], [-0.8, -1.5, -0.5], [0.2, 0.8, 0.4], [-2.8, -0.2, 0.7], [0.4, -1.0, -0.3], [0.7, 0.2, 2.2]],
  "spin_multiplicity": 1,
  "de_lowest_kcal_mol": 108.0,
  "orbital_gap_ev": [6.6, 8.0],
  "homo_energy_ev": [-7.57, -8.39]
}


(9)
{
  "formula": "C4H6S",
  "method": "ωB97M-V with the def2-TZVPD basis set",
  "species": ["C", "H", "S", "C", "H", "C", "H", "C", "H", "H", "H"],
  "xyz": [[-0.35263, 0.21983, -0.86776], [-1.37471, 1.12626, 1.10360], [-0.59687, 0.61032, -2.40644], [1.60757, -0.53083, 0.51430], [-1.46414, -0.62144, 1.32399], [-1.47380, 0.11517, 0.31404], [0.96853, -0.43841, 1.39401], [0.95481, -0.26116, -0.60475], [2.52701, -0.45790, 1.02587], [-2.40385, 0.40936, -0.17873], [1.60810, -0.17120, -1.61812]],
  "forces_ev_per_a": [[-2.3, -1.8, 2.6], [0.2, -2.2, -2.5], [-1.3, 0.8, -0.3], [-2.9, 1.2, 2.5], [0.0, 1.1, -3.7], [1.4, 3.2, 3.0], [-0.7, -0.3, 0.1], [5.2, 0.2, -3.1], [2.0, -0.6, -1.3], [-0.2, -1.0, 0.4], [-1.4, -0.4, 2.5]],
  "smiles": "C=CC(C)=S",
  "spin_multiplicity": 1,
  "de_lowest_kcal_mol": 71.1,
  "orbital_gap_ev": 8.0,
  "homo_energy_ev": -8.83
}


(10)
{
  "formula": "C4H6S",
  "method": "ωB97M-V with the def2-TZVPD basis set",
  "species": ["H", "H", "H", "C", "H", "H", "H", "C", "C", "C", "S"],
  "xyz": [[0.55781, -1.58298, -0.94295], [0.68709, 1.74762, -1.44989], [-1.76483, 0.35786, 0.80795], [-1.26067, 0.17755, -0.41273], [-1.02025, 1.32503, -0.46116], [-1.93457, -0.07206, -1.25881], [1.68016, -0.56757, 3.00622], [1.22116, -0.53942, 2.10168], [0.89167, -0.61197, 0.81671], [0.15360, -0.53165, -0.42598], [0.78882, 0.29759, -1.78105]],
  "forces_ev_per_a": [[-2.5, 1.6, 1.2], [0.2, -2.6, -0.3], [0.9, -1.7, -3.7], [-1.0, 2.2, 4.5], [-0.3, -2.2, -0.4], [0.4, -0.1, 1.0], [1.0, -0.1, 2.1], [-3.1, -0.5, -11.4], [1.8, 1.4, 9.7], [-0.1, -1.7, -0.5], [2.7, 3.7, -2.3]],
  "smiles": "C#C[C@@H](C)S",
  "spin_multiplicity": 1,
  "de_lowest_kcal_mol": 112.0,
  "orbital_gap_ev": 9.8,
  "homo_energy_ev": -9.03
}


(11)
{
  "formula": "C4H6S",
  "method": "ωB97M-V with the def2-TZVPD basis set",
  "species": ["C", "H", "S", "H", "H", "C", "H", "C", "H", "C", "H"],
  "xyz": [[-1.04003, -0.31144, 1.05960], [-1.70831, -0.55119, 1.80252], [1.53303, 1.60139, -0.68972], [1.37509, -0.90998, -0.42293], [1.66457, 1.11646, -2.01585], [-1.08066, -0.17927, -0.52191], [-1.45536, 0.72377, -1.03263], [0.78469, 0.02816, -0.20931], [0.94953, -0.33795, 1.98738], [0.29456, -0.18061, 1.19260], [-1.31712, -0.99935, -1.14976]],
  "forces_ev_per_a": [[3.3, 0.6, -3.2], [-1.8, -0.5, 1.2], [-0.1, -1.5, -1.6], [-0.5, 1.2, -0.6], [0.0, 0.9, 1.5], [3.2, 1.7, 1.6], [0.1, -0.1, 0.8], [-3.0, -1.7, -0.1], [0.7, 0.0, 1.6], [-1.7, 0.5, -1.1], [-0.2, -1.2, -0.1]],
  "spin_multiplicity": 1,
  "de_lowest_kcal_mol": 54.3,
  "orbital_gap_ev": 9.6,
  "homo_energy_ev": -8.73
}


(12)
{
  "formula": "C4H6S2",
  "method": "ωB97M-V with the def2-TZVPD basis set",
  "species": ["C", "C", "C", "H", "H", "S", "C", "H", "S", "H", "H", "H"],
  "xyz": [[0.63152, -0.50692, 0.64803], [1.15501, -0.98391, -0.62644], [-0.61707, 0.32208, 0.66969], [-1.50480, 2.05100, -0.45252], [0.84311, -1.14373, 1.48819], [2.06296, 0.41440, 0.01718], [-1.09412, 1.03442, -0.52575], [1.66008, -1.96631, -0.62247], [-2.10372, -0.35315, -0.02181], [0.47652, -0.86519, -1.48219], [-0.80144, 0.87423, 1.56157], [-0.47337, 0.87601, -1.41175]],
  "forces_ev_per_a": [[-0.1, 0.7, 0.1], [-0.4, -1.2, -0.9], [0.3, 0.0, 0.4], [0.2, -0.6, 0.2], [-0.2, 0.1, 0.4], [0.5, 0.1, 0.0], [0.5, 0.4, -0.9], [-0.2, 0.7, 0.0], [-1.0, -0.5, -0.4], [0.6, 0.1, 0.2], [0.1, 0.1, 0.8], [-0.4, 0.2, 0.1]],
  "smiles": "C1S[C@H]1[C@H]1CS1",
  "spin_multiplicity": 1,
  "de_lowest_kcal_mol": 17.9,
  "orbital_gap_ev": 9.5,
  "homo_energy_ev": -8.71
}